The following is a quantum chemistry calculation of the molecule C21H28N4O3S in a non-equilibrium geometry, from OMol25.

Results
LUMO level: 0.4 eV
multiplicity: 1
highest occupied orbital energy: -0.33310 Eh
largest force on an atom: 1.645 eV/Å
energy above the lowest of the compared OMol25 structures with the same formula, charge and spin: 69.4 kcal per mole
total energy: -45169.79005 eV

Each atom is followed by the atoms it is bonded to, with distances in Å.
Atoms and positions in Å:
1 C -1.18662 3.54447 5.39771  C2 1.498, H55 1.090, H56 1.088, H57 1.087
2 C -0.59472 2.77994 4.25370  C1 1.498, C3 1.387, C7 1.391
3 C -0.43482 1.40322 4.31735  C2 1.387, C4 1.385, H54 1.081
4 C 0.12818 0.69611 3.26842  C3 1.385, C5 1.388, H53 1.078
5 C 0.55567 1.35823 2.12610  C4 1.388, C6 1.393, C10 1.509
6 C 0.39993 2.74089 2.06041  C5 1.393, C7 1.380, H9 1.081
7 C -0.16803 3.43979 3.10629  C2 1.391, C6 1.380, H8 1.081
8 H -0.27952 4.51248 3.03581  C7 1.081
9 H 0.72873 3.26998 1.17668  C6 1.081
10 C 1.15941 0.67586 0.92343  C5 1.509, N11 1.471, H35 1.098, C36 1.544
11 N 0.20504 0.66505 -0.19556  C10 1.471, C12 1.347, C20 1.445
12 C 0.69219 0.88045 -1.43249  N11 1.347, O13 1.222, C14 1.493
13 O 1.86826 1.12649 -1.65526  C12 1.222
14 C -0.29501 0.78856 -2.54894  C12 1.493, C15 1.373, N18 1.349
15 C -1.22316 1.72113 -2.94104  C14 1.373, S16 1.706, H19 1.070
16 S -2.03794 1.10907 -4.30904  C15 1.706, N17 1.651
17 N -1.12894 -0.26915 -4.28030  S16 1.651, N18 1.253
18 N -0.29193 -0.29764 -3.34853  C14 1.349, N17 1.253
19 H -1.44435 2.67858 -2.51760  C15 1.070
20 C -1.15571 0.24558 0.05171  N11 1.445, H21 1.090, H22 1.095, C23 1.552
21 H -1.31306 0.26908 1.13040  C20 1.090
22 H -1.84655 0.96056 -0.40653  C20 1.095
23 C -1.49754 -1.16008 -0.51108  C20 1.552, C24 1.529, O30 1.421, H34 1.096
24 C -1.68390 -2.21593 0.57937  C23 1.529, H25 1.086, C26 1.526, H33 1.091
25 H -1.00367 -2.07342 1.41449  C24 1.086
26 C -3.15721 -2.03522 0.93147  C24 1.526, H27 1.087, C28 1.529, H32 1.091
27 H -3.60064 -2.91983 1.38129  C26 1.087
28 C -3.75691 -1.72271 -0.43981  C26 1.529, H29 1.094, O30 1.422, H31 1.097
29 H -4.62111 -1.05433 -0.38969  C28 1.094
30 O -2.73737 -1.08801 -1.20080  C23 1.421, C28 1.422
31 H -4.05428 -2.64329 -0.95791  C28 1.097
32 H -3.28932 -1.18989 1.60815  C26 1.091
33 H -1.52139 -3.20778 0.15554  C24 1.091
34 H -0.72941 -1.45306 -1.23529  C23 1.096
35 H 2.00305 1.28801 0.57953  C10 1.098
36 C 1.65915 -0.77810 1.06608  C10 1.544, O37 1.217, N38 1.340
37 O 1.19531 -1.58531 1.84930  C36 1.217
38 N 2.61703 -1.04421 0.16738  C36 1.340, H39 1.013, C40 1.465
39 H 2.83946 -0.32582 -0.51095  N38 1.013
40 C 3.17039 -2.37120 -0.11519  N38 1.465, C41 1.527, C45 1.530, C49 1.532
41 C 4.20546 -2.18981 -1.22340  C40 1.527, H42 1.087, H43 1.088, H44 1.088
42 H 4.64761 -3.14794 -1.48246  C41 1.087
43 H 4.99860 -1.52021 -0.89792  C41 1.088
44 H 3.73938 -1.77271 -2.11370  C41 1.088
45 C 3.83119 -2.92440 1.14882  C40 1.530, H46 1.086, H47 1.086, H48 1.088
46 H 3.09398 -3.01816 1.94052  C45 1.086
47 H 4.26052 -3.90194 0.94776  C45 1.086
48 H 4.62050 -2.25562 1.48445  C45 1.088
49 C 2.04760 -3.30071 -0.58526  C40 1.532, H50 1.086, H51 1.088, H52 1.086
50 H 2.44855 -4.28165 -0.82474  C49 1.086
51 H 1.56749 -2.89223 -1.47244  C49 1.088
52 H 1.30475 -3.40706 0.20032  C49 1.086
53 H 0.24512 -0.37268 3.34345  C4 1.078
54 H -0.75767 0.86987 5.20000  C3 1.081
55 H -0.39103 3.94562 6.02639  C1 1.090
56 H -1.78224 4.38098 5.03852  C1 1.088
57 H -1.81176 2.90227 6.01331  C1 1.087